{
  "formula": "C50H111N4O2P",
  "method": "the ωB97M-V functional and the def2-TZVPD basis",
  "symbols": ["C", "C", "C", "C", "P", "C", "C", "C", "C", "C", "C", "C", "C", "C", "C", "C", "C", "H", "H", "H", "H", "H", "H", "H", "H", "H", "H", "H", "H", "H", "H", "H", "H", "H", "H", "H", "H", "H", "H", "H", "H", "H", "H", "H", "H", "H", "H", "H", "H", "H", "H", "H", "H", "C", "C", "C", "N", "C", "C", "C", "C", "C", "H", "H", "H", "H", "H", "H", "H", "H", "H", "H", "H", "H", "H", "H", "H", "H", "H", "H", "C", "C", "C", "N", "C", "C", "C", "C", "C", "H", "H", "H", "H", "H", "H", "H", "H", "H", "H", "H", "H", "H", "H", "H", "H", "H", "H", "C", "C", "C", "N", "C", "C", "C", "C", "C", "H", "H", "H", "H", "H", "H", "H", "H", "H", "H", "H", "H", "H", "H", "H", "H", "H", "H", "C", "C", "C", "N", "C", "C", "C", "C", "C", "H", "H", "H", "H", "H", "H", "H", "H", "H", "H", "H", "H", "H", "H", "H", "H", "H", "H", "C", "C", "O", "O", "H", "H", "H"],
  "xyz": [[2.288755, -2.968908, 1.631182], [3.116333, -2.206014, 2.683611], [4.570002, -1.922017, 2.396659], [4.736650, -1.406422, 0.901294], [6.386392, -1.091195, 0.334665], [7.186880, 0.165584, 1.379552], [8.345640, 0.969052, 0.670477], [8.955642, 1.998049, 1.633658], [8.002952, 3.043918, 2.057537], [6.296145, -0.584300, -1.325694], [5.193351, 0.481325, -1.690576], [5.189223, 0.824855, -3.135472], [3.960522, 1.647676, -3.527261], [7.312459, -2.629822, 0.451405], [6.856451, -3.788552, -0.372455], [7.447781, -5.093964, 0.136665], [6.686688, -6.240063, -0.465200], [2.587460, -4.014233, 1.467013], [2.213509, -2.538536, 0.648920], [1.263453, -2.930588, 2.044925], [3.104234, -2.819712, 3.595670], [2.563377, -1.275854, 2.934122], [5.067792, -2.886628, 2.430160], [5.019147, -1.169226, 3.030694], [4.142413, -0.494711, 0.736796], [4.342530, -2.146829, 0.129856], [7.600819, -0.318643, 2.261243], [6.402818, 0.824559, 1.729908], [7.901737, 1.520335, -0.203448], [9.136877, 0.384932, 0.247171], [9.778501, 2.484896, 1.110782], [9.425953, 1.485955, 2.511822], [7.448721, 3.589812, 1.312800], [8.515125, 3.891883, 2.534621], [7.236058, 2.704661, 2.779618], [6.141499, -1.569019, -1.824567], [7.296959, -0.276451, -1.569410], [5.292333, 1.361232, -1.006903], [4.227489, 0.031130, -1.448462], [5.251023, -0.080230, -3.832957], [6.095740, 1.392142, -3.386098], [3.688968, 2.358161, -2.719260], [3.144109, 1.009065, -3.852592], [4.196030, 2.272058, -4.387296], [7.402905, -2.804093, 1.547812], [8.336258, -2.448212, 0.176721], [7.299428, -3.568834, -1.342238], [5.767162, -3.891348, -0.388572], [7.299328, -5.213818, 1.266168], [8.523746, -5.079242, -0.129167], [5.634516, -6.178356, -0.230372], [6.940419, -7.159448, 0.065677], [6.868819, -6.309977, -1.534676], [-9.853929, 1.534299, -3.896764], [-8.589673, 1.516737, -4.664932], [-7.705212, 2.652393, -4.272464], [-6.239142, 2.487729, -4.588238], [-6.065445, 2.431815, -6.088800], [-5.623582, 1.290400, -3.945642], [-5.318114, 1.768771, -2.479964], [-5.244316, 3.294962, -2.481766], [-5.500542, 3.641992, -3.945147], [-10.567740, 0.817299, -4.350659], [-10.361018, 2.480611, -4.103495], [-9.727774, 1.402368, -2.809710], [-8.780756, 1.502832, -5.706889], [-8.070044, 0.595019, -4.507248], [-7.694857, 2.669863, -3.167606], [-8.075220, 3.614171, -4.612305], [-5.044330, 2.702423, -6.314026], [-6.711017, 3.194568, -6.494327], [-6.244316, 1.432649, -6.444886], [-4.692153, 1.132100, -4.467452], [-6.208631, 0.391759, -4.177100], [-4.414425, 1.285468, -2.136926], [-6.071390, 1.374147, -1.766767], [-4.316085, 3.746586, -2.083622], [-6.053212, 3.759412, -1.841916], [-4.541320, 3.795883, -4.495259], [-6.043385, 4.594521, -3.974128], [-1.508266, -2.151441, 7.219709], [-1.196322, -1.510965, 5.865436], [-2.474737, -1.337817, 5.088198], [-2.420697, -0.259133, 3.970154], [-1.315905, -0.478724, 3.102154], [-3.743413, -0.281144, 3.107295], [-4.462944, 1.061832, 3.278707], [-3.358621, 1.953794, 3.746652], [-2.452845, 1.088044, 4.568316], [-2.001248, -3.176093, 7.071775], [-2.226474, -1.597393, 7.824105], [-0.599123, -2.420886, 7.753802], [-0.416473, -2.102101, 5.422802], [-0.801276, -0.484696, 6.045378], [-3.222873, -0.957006, 5.714138], [-2.841620, -2.278407, 4.626987], [-1.312513, -1.465648, 2.693898], [-0.312582, -0.281083, 3.507345], [-1.400709, 0.178164, 2.218457], [-3.408545, -0.568371, 2.071907], [-4.403420, -1.064444, 3.558088], [-4.961675, 1.486504, 2.401827], [-5.239111, 0.924833, 4.005178], [-2.888366, 2.404578, 2.873276], [-3.850669, 2.712973, 4.344406], [-1.410555, 1.399284, 4.561335], [-2.782964, 0.990791, 5.649149], [2.214004, -6.818258, -2.078570], [1.104986, -5.847288, -1.882350], [-0.296191, -6.490870, -2.102346], [-1.499443, -5.630108, -2.164868], [-1.474854, -4.590186, -3.251792], [-1.696376, -4.984925, -0.790581], [-3.156809, -4.590892, -0.758006], [-3.789057, -5.625795, -1.764409], [-2.682612, -6.426471, -2.357596], [2.112366, -7.688048, -1.494572], [3.183651, -6.397286, -1.823513], [2.335596, -7.059141, -3.124331], [1.194344, -5.076682, -2.619889], [1.185967, -5.340929, -0.936790], [-0.439465, -7.182433, -1.276107], [-0.221273, -7.012392, -3.041481], [-2.350037, -3.948655, -3.230628], [-1.410455, -5.021546, -4.252013], [-0.532627, -4.022346, -3.069610], [-1.025610, -4.150998, -0.681044], [-1.370527, -5.705258, -0.082371], [-3.285845, -3.543378, -1.093128], [-3.558691, -4.768184, 0.273482], [-4.452774, -5.085762, -2.473965], [-4.478056, -6.333904, -1.255635], [-2.702083, -6.638648, -3.409310], [-2.463620, -7.352919, -1.791025], [1.573690, 3.206256, 0.938598], [0.779081, 4.465329, 0.596759], [-0.342937, 4.508261, 1.679744], [-1.299780, 5.608407, 1.329255], [-2.179129, 5.243658, 0.173207], [-0.670757, 6.990365, 1.056101], [-1.717290, 8.112579, 1.379077], [-2.859683, 7.249969, 2.128735], [-2.213803, 5.937746, 2.482086], [2.022096, 2.747568, 0.062287], [0.926338, 2.490795, 1.404610], [2.416165, 3.315810, 1.637406], [0.147848, 4.201354, -0.264975], [1.277289, 5.398828, 0.362543], [0.051179, 4.710197, 2.655661], [-0.866209, 3.556171, 1.595147], [-2.863927, 6.072876, 0.109737], [-2.617115, 4.296975, 0.386172], [-1.571135, 5.177463, -0.731713], [-0.274463, 7.023415, 0.062189], [0.158151, 7.148908, 1.771554], [-1.938772, 8.679467, 0.475406], [-1.290551, 8.803156, 2.103780], [-3.784379, 7.260745, 1.504111], [-3.135928, 7.828684, 2.993280], [-2.915720, 5.126183, 2.482451], [-1.623771, 6.039197, 3.382725], [-1.057855, 1.088572, -1.099385], [-2.140635, 1.259853, 0.029632], [-1.885998, 2.119259, 0.911137], [-3.009207, 0.378167, 0.077324], [-0.668904, 2.068914, -1.434953], [-1.526119, 0.490951, -1.923696], [-0.259747, 0.494922, -0.722455]],
  "atomic_forces_ev_per_a": [[-0.51, -0.20, 0.81], [-0.77, 0.19, 0.59], [0.04, -0.03, -2.78], [-1.16, -0.83, 0.03], [0.87, 0.12, 1.64], [0.97, -0.15, -0.83], [-1.55, 0.98, -0.06], [0.85, -0.91, -0.35], [-0.99, 1.52, 1.81], [-1.00, -0.08, -1.15], [0.55, -1.25, 1.50], [0.51, -0.06, -2.01], [0.42, 0.61, -0.04], [0.39, 0.89, 1.57], [0.01, -0.13, 0.32], [-0.17, 0.09, 1.25], [0.50, -0.96, 0.28], [0.01, 0.22, 0.37], [0.20, 0.62, -0.40], [0.30, -0.48, -0.33], [-0.18, 0.24, -0.09], [0.37, -0.35, -0.18], [0.56, 0.06, 0.37], [0.04, -0.19, 0.51], [0.17, -0.12, 0.13], [0.32, 0.68, 1.07], [-0.05, -0.24, 0.15], [-0.13, 0.38, 0.00], [0.31, -0.32, 0.74], [0.29, -0.91, -0.03], [0.13, -0.11, -0.08], [-0.47, 0.35, -0.62], [-0.16, -0.32, -1.05], [0.10, -0.47, 0.29], [0.41, 0.00, -0.16], [-0.12, 0.76, -0.25], [0.49, 0.34, -0.45], [0.05, -0.41, -0.72], [-0.09, -0.01, 0.10], [-0.12, 0.89, 1.21], [-0.12, -0.04, 0.13], [-0.17, -0.55, -0.36], [-0.32, 0.03, 0.42], [0.02, 0.01, -0.09], [-0.39, -0.23, -0.51], [0.64, 0.52, -0.14], [-0.68, -0.42, -0.55], [0.04, 0.15, -0.32], [0.56, 0.60, -1.34], [-0.50, -0.41, 0.46], [-0.56, 0.47, -0.28], [0.46, -0.19, -0.53], [-0.21, -0.31, -0.06], [-1.82, 0.15, -0.21], [0.95, -0.40, -0.22], [0.31, -0.32, 1.96], [-0.20, 0.74, -0.87], [0.44, 0.73, 0.85], [0.41, 0.55, 0.75], [-0.73, -1.76, 0.45], [-1.09, 0.37, 0.52], [1.17, 1.29, -0.36], [0.49, 0.01, 0.72], [0.02, 0.18, 0.44], [-0.15, -0.08, -0.50], [-0.36, 0.29, -1.19], [0.29, -0.75, 0.34], [-0.24, 0.26, -0.32], [0.30, 0.14, -0.28], [0.30, -0.02, -0.06], [-0.29, -0.09, -0.43], [-0.45, -0.22, -0.13], [0.44, 0.13, -0.18], [-0.05, 0.39, 0.72], [0.42, 0.00, 0.01], [0.20, 0.42, -0.50], [-0.26, -0.52, -0.52], [0.74, -0.69, -0.67], [-0.75, -0.33, 0.29], [-0.19, -0.46, -0.64], [-0.89, -2.11, -0.37], [-0.09, 1.28, 1.15], [0.45, -0.64, -1.94], [-2.50, -1.10, 0.77], [2.07, 0.95, -2.24], [-0.57, -1.82, -0.42], [0.42, -0.87, -0.69], [-0.60, 1.15, 0.17], [1.03, 0.68, 1.75], [0.51, 1.30, -0.03], [0.36, 0.22, 0.09], [-0.03, 0.50, 0.21], [0.17, -0.15, -0.76], [0.07, -0.62, -0.03], [-1.19, 0.24, 1.05], [0.31, 0.56, 0.15], [-0.23, -0.87, 0.04], [-0.58, -0.07, 0.54], [-0.11, 0.01, 0.45], [-0.65, 0.59, 0.97], [0.82, 0.33, -0.57], [0.38, -0.54, -0.19], [-0.33, 0.07, 0.64], [0.32, -0.14, 0.16], [0.50, 0.47, 0.28], [-0.06, 0.47, 0.30], [0.27, 0.20, -1.34], [0.99, 0.43, -0.70], [-1.58, 0.80, -0.32], [1.91, -0.13, 0.08], [1.33, 1.83, 0.63], [1.89, 0.59, 0.32], [0.05, 0.87, -1.07], [-0.39, -1.01, 0.33], [-2.54, 0.56, 0.72], [0.11, -1.54, 0.42], [-0.22, -1.26, 0.61], [-0.03, 0.29, 0.27], [-0.23, -0.46, -0.32], [0.28, 0.66, -0.54], [-0.18, 0.06, 0.68], [-0.35, -0.27, -0.19], [-0.24, -0.49, -0.33], [0.00, -0.07, 0.37], [0.01, -0.41, 0.29], [-0.96, -0.04, -0.32], [0.34, 0.39, -0.21], [-0.17, -0.85, 0.69], [-0.13, -0.64, 0.40], [0.23, 0.56, -0.99], [0.68, -0.46, 0.13], [0.40, 0.59, -0.15], [-0.58, -0.42, -0.43], [-0.67, 0.27, -0.40], [1.46, 0.34, -0.12], [-1.93, -1.53, 0.44], [1.03, 1.20, -1.44], [-0.14, 1.49, 0.35], [1.11, 0.76, -0.07], [0.45, 0.57, 1.24], [0.08, -2.12, 0.51], [-0.19, 2.44, -1.44], [-0.39, 0.03, -0.94], [-0.09, -0.06, -0.25], [-0.52, -0.54, 0.03], [-0.29, 0.53, -0.07], [0.68, 0.09, -0.32], [0.41, -0.10, 0.42], [0.12, 0.14, 0.64], [-0.14, 0.20, 0.30], [-0.46, -0.13, -0.45], [-0.52, -0.69, 0.13], [-0.16, 0.07, 0.15], [0.10, -0.10, -0.54], [-0.23, -0.63, -0.41], [-0.66, -0.22, 0.20], [0.09, -0.02, -0.14], [0.72, -0.63, 0.47], [-0.14, -0.12, 0.55], [-0.35, -0.45, 0.73], [0.11, -0.27, 0.17], [-1.93, 0.65, -0.80], [1.77, -1.16, -0.26], [-0.33, 0.55, 0.00], [-0.72, -0.01, -0.14], [-0.13, -0.58, 0.01], [0.50, 0.75, 0.45], [0.79, -0.39, 0.53]],
  "total_energy_ha": -2681.28188,
  "charge": 4,
  "e_homo_ev": -16.07,
  "fmax_ev_per_a": 3.19,
  "lumo_ha": -0.2642
}